[1]
{"formula": "C8H12Cl12F24NO4P3S2V", "method": "ωB97M-V/def2-TZVPD", "elements": ["V", "P", "F", "F", "F", "F", "F", "F", "P", "F", "F", "F", "F", "F", "F", "P", "F", "F", "F", "F", "F", "F", "C", "F", "F", "F", "S", "O", "O", "N", "S", "O", "O", "C", "F", "F", "F", "C", "Cl", "Cl", "H", "H", "C", "Cl", "Cl", "H", "H", "C", "Cl", "Cl", "H", "H", "C", "Cl", "Cl", "H", "H", "C", "Cl", "Cl", "H", "H", "C", "Cl", "Cl", "H", "H"], "positions_angstrom": [[2.79807, 0.93015, 0.65802], [2.72769, 3.64442, 1.85358], [1.86241, 2.37701, 2.45402], [3.35277, 4.05516, 3.31692], [3.95312, 2.55704, 1.56241], [3.56037, 4.87831, 1.15504], [2.25275, 3.12758, 0.41342], [1.48985, 4.66711, 1.91662], [2.68680, 2.17905, -3.00329], [2.38777, 3.64522, -2.33450], [1.04966, 2.14815, -2.85398], [2.40319, 2.85753, -4.45048], [2.71676, 0.77940, -3.72662], [4.28130, 2.53090, -3.05484], [2.88047, 1.55018, -1.51318], [0.45522, 6.02773, -1.23468], [1.81847, 5.37948, -0.66291], [0.03573, 4.48489, -1.65699], [-0.12034, 5.95584, 0.26588], [-0.97085, 6.50402, -1.86413], [1.06539, 7.47853, -0.83886], [1.15524, 6.10128, -2.70703], [1.33475, -2.31615, -1.19113], [1.58397, -3.59893, -1.25939], [2.30102, -1.73411, -1.94319], [0.11926, -2.00043, -1.70467], [1.50136, -1.69409, 0.57357], [0.96393, -2.61655, 1.55412], [2.94176, -1.41902, 0.81378], [0.96575, 0.01236, 0.49000], [-0.53783, -0.07398, 0.96205], [-1.35542, -1.18145, 0.51219], [-0.59307, 0.25236, 2.36429], [-1.12647, 1.46036, -0.08601], [-0.86141, 1.26069, -1.42104], [-2.46406, 1.61801, 0.10794], [-0.49715, 2.54349, 0.34134], [1.63448, -5.30289, 3.18173], [2.22870, -5.31520, 1.49631], [0.00529, -5.95950, 3.31063], [2.30261, -5.94745, 3.75291], [1.69446, -4.29716, 3.59767], [0.53773, -1.87808, 5.40389], [0.33393, -3.49485, 6.05791], [2.06432, -1.57196, 4.66629], [-0.17409, -1.62767, 4.61731], [0.52075, -1.22543, 6.27673], [-0.01591, -1.48802, -5.02684], [-1.37595, -2.62268, -5.04136], [-0.45269, 0.23061, -4.90033], [0.58858, -1.68676, -4.14185], [0.53893, -1.62926, -5.95437], [-2.49941, -3.88991, 1.47918], [-3.66026, -5.19536, 1.50901], [-2.08007, -3.27554, 3.11766], [-1.60629, -4.18433, 0.92805], [-3.00535, -3.11669, 0.90104], [-5.74121, 0.09360, 0.34650], [-7.39069, 0.40137, 0.87200], [-4.75911, -0.73267, 1.55518], [-5.75565, -0.53395, -0.54461], [-5.30349, 1.04859, 0.05581], [-3.26819, -2.28504, -2.37407], [-4.50331, -3.03675, -1.36386], [-3.19567, -0.53562, -2.05399], [-2.33240, -2.77903, -2.11261], [-3.44820, -2.53404, -3.41987]], "atomic_forces_ev_per_a": [[-0.5, 1.8, -0.7], [-0.5, 5.3, -0.5], [0.4, -0.2, 0.7], [-0.8, -1.2, -1.2], [1.6, -0.8, 0.8], [0.4, -2.0, 0.9], [-0.7, -1.1, -1.1], [0.5, -1.6, 1.2], [-3.5, 6.6, -1.4], [2.4, -0.7, 0.1], [0.0, -2.7, 0.1], [1.2, -0.2, -0.6], [0.9, -1.2, 0.7], [-0.7, -1.4, -0.2], [0.5, -1.8, 1.4], [2.0, -2.4, -0.9], [0.3, 0.4, 0.1], [-1.0, 0.5, 1.0], [-1.4, -0.2, -0.2], [0.5, 0.8, 0.7], [-0.9, 0.8, -0.8], [-0.4, 1.1, 0.0], [0.3, 1.1, -1.6], [-0.6, -0.7, 0.4], [-1.1, 0.2, 0.8], [1.4, -0.6, 0.7], [1.6, 2.0, 2.4], [-0.3, 1.2, -1.9], [-0.6, 0.4, -1.0], [1.2, -5.3, -0.9], [-3.7, 3.1, 0.6], [1.3, 0.1, -0.2], [-0.2, -0.1, -0.4], [0.1, 0.0, -0.5], [-0.7, 0.1, 2.4], [1.0, -0.3, -0.3], [-0.3, -0.8, -0.3], [0.6, -0.2, 0.1], [0.0, -0.1, 0.3], [0.1, 0.0, 0.0], [-0.2, 0.0, -0.1], [-0.3, 0.0, -0.4], [-0.5, 0.9, 0.5], [-0.1, -0.5, -0.2], [1.5, -0.1, -0.6], [-0.4, -0.3, 0.5], [-0.5, 0.1, -0.4], [0.6, 0.9, 0.2], [-0.1, -0.1, -0.1], [-0.2, -0.6, -0.1], [-0.1, -0.2, -0.3], [-0.1, 0.0, 0.3], [0.1, 0.9, -0.3], [-0.2, -0.7, 0.3], [-0.3, -0.2, -0.8], [0.0, -0.1, 0.5], [0.3, 0.3, 0.5], [0.5, 0.0, -0.8], [-0.3, 0.0, 0.2], [0.0, 0.2, 0.1], [-0.2, 0.0, 0.2], [0.1, -0.1, 0.4], [0.4, -0.1, 0.1], [-0.4, -0.3, 0.0], [0.0, -0.7, -0.6], [0.0, 0.5, 0.2], [-0.3, 0.5, 0.2]], "spin_multiplicity": 4, "gap_ev": [8.4, 8.4], "s_squared": 3.753, "charge": -2}


[2]
{"formula": "C8H12Cl2F3N4O4S", "method": "ωB97M-V/def2-TZVPD", "elements": ["H", "N", "C", "C", "N", "C", "N", "C", "Cl", "C", "C", "Cl", "N", "C", "O", "O", "S", "O", "O", "C", "F", "F", "F", "H", "H", "H", "H", "H", "H", "H", "H", "H", "H", "H"], "positions_angstrom": [[-4.27633, -1.14989, -1.96482], [-3.42311, -0.72177, -1.59090], [-2.63824, -1.66721, -1.31577], [-1.24835, -1.42794, -0.68325], [-1.31460, -0.26787, 0.22922], [-0.11263, 0.39313, 0.41553], [0.18944, 1.51918, -0.38567], [0.37996, 1.18280, -1.75911], [1.77519, 0.16694, -2.16980], [-0.45319, 1.56734, -2.71646], [-0.32322, 1.21221, -4.19566], [-1.87846, 2.54380, -2.30276], [0.74303, 0.04855, 1.34515], [0.34840, -1.11863, 2.20393], [-0.71182, -0.75794, 3.07614], [-0.45640, 0.51152, 3.56696], [2.23024, 0.91179, 1.62921], [2.95154, 1.27409, 0.45862], [1.87122, 2.09273, 2.34849], [3.39167, -0.04025, 2.73496], [4.56761, 0.51149, 2.56021], [3.49414, -1.28514, 2.22209], [3.05928, -0.03977, 3.98946], [-2.96507, -2.71096, -1.48731], [-0.53883, -1.32861, -1.52801], [-0.99327, -2.38435, -0.17960], [-1.95561, 0.45284, -0.12611], [-0.45179, 2.30219, -0.25255], [-1.14796, 0.50281, -4.41739], [-0.45216, 2.11802, -4.81988], [0.64902, 0.77199, -4.45829], [1.17652, -1.45582, 2.85350], [0.01119, -1.98010, 1.61202], [-1.27267, 1.03830, 3.50684]], "atomic_forces_ev_per_a": [[0.0, 0.6, 0.0], [0.1, -0.2, 0.2], [0.1, -0.3, 0.3], [-1.1, -1.7, -0.7], [1.3, 0.8, -0.2], [-0.4, 0.9, -0.7], [0.7, -0.3, 0.6], [-0.1, -0.3, -0.1], [-0.9, 0.6, 0.7], [-0.3, 0.1, -1.2], [-0.4, 0.5, 0.3], [0.9, -0.6, -0.1], [-0.5, -2.4, -0.2], [0.1, 0.1, 1.6], [-0.9, -1.1, -1.3], [1.1, 1.4, 0.9], [1.0, 5.6, -0.3], [-0.1, -2.3, -0.6], [-0.8, -1.2, 1.1], [1.0, -1.7, -0.9], [-0.3, 0.7, 0.1], [-0.5, 0.0, 0.5], [-0.4, -0.1, 0.0], [0.7, 0.3, 0.1], [-0.1, 0.3, 0.5], [0.0, 0.8, 0.1], [-0.2, -0.6, -0.4], [0.2, 0.0, 0.0], [0.5, 0.4, -0.1], [-0.1, -0.5, 0.4], [-0.5, 0.1, 0.3], [0.1, 0.5, -0.7], [0.0, 0.5, 0.1], [-0.2, -0.7, -0.2]], "gap_ev": 7.7, "smiles": "[H]/N=C/CN/C(N/C(Cl)=C(/C)Cl)=[N+](\\COO)S(=O)(=O)C(F)(F)F", "charge": 1}


[3]
{"formula": "C8H12Cl2OPr", "method": "ωB97M-V/def2-TZVPD", "elements": ["Pr", "Cl", "Cl", "C", "H", "H", "C", "C", "H", "C", "H", "C", "H", "H", "C", "H", "H", "C", "H", "H", "H", "H", "O", "C"], "positions_angstrom": [[0.75547, -0.68078, 2.03041], [1.34205, -3.13260, 1.50113], [1.95835, 0.81243, 3.75891], [2.24411, 0.06306, 0.51684], [2.73308, 1.01187, 0.76944], [2.88631, -0.66364, 0.01486], [-0.21949, 0.86786, 0.29711], [0.95142, 0.37907, -0.38900], [-0.01615, 1.62653, 1.07422], [0.66534, -0.72824, -1.44656], [1.30923, 1.23519, -1.00231], [-0.49641, -0.26180, -2.33534], [1.56266, -0.87082, -2.07382], [0.44528, -1.69376, -0.96137], [-1.77822, -0.00316, -1.55587], [-0.19444, 0.67587, -2.81969], [-0.68146, -0.97666, -3.14443], [-1.57160, 0.91850, -0.33241], [-2.53107, 0.43494, -2.22421], [-2.19953, -0.95334, -1.20610], [-1.82212, 1.94975, -0.64132], [-2.33723, 0.64926, 0.42073], [-1.82919, -0.25863, 5.33934], [-1.17639, -0.40090, 4.40942]], "atomic_forces_ev_per_a": [[-0.7, -0.1, 0.1], [0.0, -1.1, -0.1], [0.2, 0.6, 1.1], [-0.3, 0.3, -0.8], [0.1, -0.3, -0.2], [0.1, 0.3, -0.1], [-1.6, -1.6, 3.1], [2.8, 0.6, -2.5], [-0.1, 0.3, -0.6], [-0.2, 0.5, 0.3], [0.3, -0.2, -0.4], [0.2, -0.1, 0.0], [-0.2, 0.0, 0.4], [-0.1, 0.1, -0.1], [-0.1, -0.1, 0.4], [0.1, 0.0, 0.0], [0.0, 0.0, 0.0], [-0.7, 0.5, -0.2], [0.0, -0.1, 0.1], [0.2, -0.1, -0.1], [-0.1, 0.0, -0.2], [0.0, 0.3, -0.4], [1.5, -0.3, -2.0], [-1.6, 0.3, 2.2]], "spin_multiplicity": 3, "gap_ev": [5.2, 5.2], "s_squared": 2.004, "charge": -1}


[4]
{"formula": "C8H12Cl2Si2", "method": "ωB97M-V/def2-TZVPD", "elements": ["C", "C", "C", "C", "C", "C", "C", "C", "Si", "Si", "Cl", "Cl", "H", "H", "H", "H", "H", "H", "H", "H", "H", "H", "H", "H"], "positions_angstrom": [[-0.16161, -2.58313, 1.83474], [-2.71031, -1.16070, -0.38176], [1.48630, -0.45732, -2.99925], [-0.66533, 3.30508, 1.88272], [0.50948, -2.41141, 0.70243], [-1.63287, -0.54806, -0.85421], [1.08346, -1.41387, -2.17564], [0.51591, 2.70259, 1.89637], [0.13838, -1.09784, -0.58199], [1.37623, 2.04015, 0.36627], [1.01940, 3.30695, -1.20945], [3.40027, 2.04983, 0.69187], [0.10698, -3.33604, 2.56111], [-1.01730, -1.97793, 2.08544], [-3.70782, -0.78958, -0.55850], [-2.64535, -2.07005, 0.19441], [2.02222, -0.66650, -3.91185], [1.29738, 0.58177, -2.78745], [-1.15964, 3.63544, 2.78223], [-1.17663, 3.51275, 0.95755], [1.37522, -3.03865, 0.51794], [-1.76087, 0.35720, -1.43372], [1.31790, -2.44200, -2.42900], [0.98860, 2.50131, 2.84974]], "atomic_forces_ev_per_a": [[-0.1, 0.0, 0.0], [0.0, -0.1, 0.1], [0.0, 0.1, 0.0], [0.1, 0.0, -0.1], [-0.1, 0.4, -0.4], [0.6, -0.2, 0.2], [-0.3, 0.0, 0.6], [0.3, -0.1, -0.3], [0.8, 1.6, 0.2], [-1.2, -2.1, 0.0], [-0.1, 0.3, -0.3], [0.3, 0.0, 0.1], [0.1, -0.1, 0.1], [-0.2, 0.2, 0.1], [-0.2, 0.1, -0.1], [0.0, -0.2, 0.1], [0.1, -0.1, -0.2], [0.0, 0.3, 0.1], [-0.1, 0.0, 0.2], [-0.1, 0.1, -0.2], [0.1, 0.0, -0.1], [0.0, 0.1, -0.1], [0.0, -0.2, 0.0], [0.1, 0.0, 0.1]], "gap_ev": 6.5}


[5]
{"formula": "C8H12ClN2O3S", "method": "ωB97M-V/def2-TZVPD", "elements": ["C", "C", "C", "Cl", "C", "N", "C", "O", "N", "S", "O", "O", "C", "C", "C", "H", "H", "H", "H", "H", "H", "H", "H", "H", "H", "H", "H"], "positions_angstrom": [[-2.72517, -0.38349, -2.13045], [-1.85235, -1.22508, -1.61400], [-0.76211, -2.09738, -1.91404], [-1.02093, -3.77637, -1.98267], [-1.29108, -1.50467, -0.30135], [-1.67942, -2.58097, 0.63032], [-0.37559, -0.44901, 0.44913], [-0.09852, -0.76606, 1.62637], [-0.10316, 0.63310, -0.21825], [0.30617, 2.16978, 0.62935], [-0.82517, 2.43706, 1.44285], [0.59786, 2.88841, -0.54851], [1.74072, 1.71038, 1.57297], [2.83178, 1.22051, 0.67457], [2.93312, 2.57788, 1.37244], [-3.33191, 0.41873, -1.61565], [-2.68402, -0.20705, -3.11443], [0.15998, -1.60322, -2.31770], [-1.12302, -3.54730, 0.38916], [-2.66803, -2.72041, 0.70783], [-1.31946, -2.13930, 1.51130], [-0.57244, 0.64347, -1.17100], [1.54433, 1.15668, 2.44054], [2.63394, 1.03682, -0.32851], [3.39142, 0.26532, 0.88230], [3.57852, 2.42925, 2.25858], [2.71454, 3.41291, 0.66886]], "atomic_forces_ev_per_a": [[-0.1, 1.4, 3.0], [-2.0, 0.3, 0.7], [0.8, 1.8, 1.8], [0.2, -0.7, -0.5], [2.2, 0.1, -1.3], [2.5, -0.9, -0.8], [-1.6, -3.3, 1.9], [-0.3, 0.7, -1.6], [-0.3, 0.6, -1.1], [-0.7, -1.9, -0.2], [0.2, 0.2, 0.3], [0.7, 1.4, -0.3], [-0.9, -0.3, -1.8], [1.0, -1.3, 1.1], [0.3, -1.5, -0.8], [0.7, -1.5, 0.0], [-0.2, 0.1, -3.9], [-0.7, -1.1, 0.4], [-1.8, 2.5, 0.7], [-0.7, -0.4, -0.2], [0.4, -0.5, 0.2], [1.0, 0.8, 1.6], [-0.6, -0.3, 1.2], [-0.7, 1.0, -2.0], [-0.3, 1.5, 1.1], [-0.1, 1.5, -0.8], [1.0, -0.2, 1.2]], "gap_ev": 10.3, "smiles": "C=C1[C@H](Cl)[C@@]1([NH3+])C(=O)NS(=O)(=O)C1CC1", "charge": 1}


[6]
{"formula": "C8H12ClNPb", "method": "ωB97M-V/def2-TZVPD", "elements": ["C", "C", "C", "C", "C", "Pb", "N", "C", "C", "H", "H", "H", "H", "H", "H", "H", "H", "H", "H", "Cl", "C", "H", "H"], "positions_angstrom": [[-0.54150, -2.11447, 0.94555], [-1.70221, -1.34226, 1.28180], [-1.32932, -0.39797, 2.27960], [0.07261, -0.56554, 2.54431], [0.55081, -1.62109, 1.71898], [0.40693, 0.22009, -0.68819], [2.26416, -0.57568, -0.29313], [-0.55833, 0.26243, -2.69042], [-1.85851, 0.55271, -2.74625], [-1.99272, 0.31872, 2.77395], [-2.69718, -1.47783, 0.84555], [0.66602, -0.00283, 3.27856], [1.57651, -1.98964, 1.66977], [-0.49216, -2.92609, 0.20617], [-2.70727, -0.17361, -2.51059], [0.51682, 1.08052, -2.67876], [2.82442, 0.07808, -0.95982], [-2.23891, 1.58451, -2.97335], [-0.03253, -0.88026, -2.66999], [0.92241, 3.20894, 1.15882], [1.70881, 2.29190, -0.06480], [2.22132, 2.91173, -0.81300], [2.41982, 1.55764, 0.38522]], "atomic_forces_ev_per_a": [[-0.1, 0.4, 0.3], [0.3, -0.2, 0.4], [0.4, -0.4, -0.2], [-0.5, -0.5, -0.2], [-0.6, -0.2, 0.5], [1.8, 0.2, 5.4], [1.7, 0.1, -2.1], [4.2, -1.5, -1.1], [-3.0, 0.7, -1.7], [0.2, -0.2, -0.3], [0.3, 0.1, 0.2], [-0.3, -0.2, -0.5], [-0.4, 0.3, -0.1], [0.0, 0.4, 0.3], [1.6, 0.8, -0.5], [-3.6, -1.8, -1.4], [-0.4, -1.0, 1.2], [0.7, -0.9, 0.6], [-2.0, 3.0, -0.7], [-0.7, 1.4, 1.3], [1.0, -1.7, -1.6], [-0.1, 0.2, 0.3], [-0.5, 0.9, -0.2]], "gap_ev": 4.8, "charge": -2}